Entry 1:
{
  "formula": "C5H9ClO",
  "method": "the ωB97M-V functional and the def2-TZVPD basis",
  "de_lowest_ev": 1.936,
  "lumo_ev": 0.86,
  "total_energy_ha": -731.28474,
  "spin_multiplicity": 1,
  "elements": ["H", "H", "C", "H", "O", "C", "H", "C", "H", "H", "H", "Cl", "C", "C", "H", "H"],
  "positions_angstrom": [[2.651434, 0.390557, -0.944361], [0.843813, -1.604220, 0.917782], [0.411502, 0.610776, -0.817701], [2.036915, 0.661877, 0.558140], [0.176781, -0.726623, -1.318751], [0.058986, -1.016641, 1.148146], [0.462638, -0.209279, 1.859688], [1.924291, 0.940483, -0.419388], [-0.623070, -1.786558, 1.695884], [-2.433679, -1.085500, 0.358168], [-2.350603, 0.645432, 0.405600], [-0.308235, 2.021770, -1.658705], [-0.486204, -0.360192, -0.110532], [-2.014225, -0.217123, -0.050702], [2.086230, 1.981100, -0.557234], [-2.436575, -0.245859, -1.066034]],
  "atomic_forces_ev_per_a": [[0.520, -0.805, -1.201], [3.038, -1.774, -1.018], [1.251, -1.045, 0.160], [0.342, -0.404, 2.723], [-0.270, 1.299, -0.232], [-2.180, 1.366, 2.354], [-0.928, -1.282, -0.700], [-3.081, 0.014, -1.567], [0.637, 1.877, -0.922], [-0.473, -1.145, 1.164], [-0.490, 1.786, 1.199], [-0.077, -0.731, -0.008], [-0.181, 0.684, 1.246], [1.402, -1.099, -3.285], [0.187, 0.813, 0.042], [0.304, 0.448, 0.044]],
  "nbo_charge": [0.228, 0.220, 0.233, 0.211, -0.480, -0.638, 0.219, -0.624, 0.221, 0.214, 0.227, -0.055, 0.202, -0.634, 0.227, 0.230]
}

***

Entry 2:
{
  "formula": "C7H13N3O3",
  "method": "the ωB97M-V functional and the def2-TZVPD basis",
  "de_lowest_ev": 5.157,
  "lumo_ev": 0.68,
  "total_energy_ha": -664.38436,
  "spin_multiplicity": 1,
  "elements": ["H", "C", "H", "C", "H", "C", "C", "N", "O", "C", "H", "H", "H", "C", "H", "H", "H", "H", "N", "H", "O", "N", "H", "O", "C", "H"],
  "positions_angstrom": [[-0.708163, -2.243740, -1.152838], [-0.605478, -0.216255, 1.087438], [-0.280626, 0.769646, 2.819599], [-2.715153, -0.342647, -0.246800], [-1.635053, 0.463927, -1.987515], [-1.872137, -0.515429, -1.537322], [-1.998627, 0.347192, 0.949009], [2.116336, 1.471617, -0.128690], [2.680536, -1.662295, 1.336803], [-0.551125, -1.185015, -1.076170], [1.323934, 3.107717, -1.081559], [-2.632170, 0.343958, 1.794364], [2.136781, 0.726043, 0.511671], [1.180363, 2.294077, -0.160997], [-2.948416, -1.333921, 0.018247], [3.376086, 2.395560, -1.352784], [0.810341, -0.443169, 2.624574], [0.167037, -0.992947, -1.919154], [-0.098332, -0.043877, 2.345835], [-2.388341, -1.073121, -2.286807], [3.768646, -2.074796, -0.583751], [-0.012995, -0.846865, 0.170659], [-1.937854, 1.379847, 0.756667], [3.341572, 1.471548, -0.963459], [3.304218, -1.846176, 0.415254], [-3.821375, 0.049110, -0.352262]],
  "atomic_forces_ev_per_a": [[-0.004, -0.878, 0.337], [-1.332, 0.146, -0.026], [-0.882, 2.152, 1.073], [-2.015, 1.075, -0.393], [-0.114, -0.179, 0.205], [0.505, 1.917, 1.829], [-0.129, -0.858, -2.356], [1.289, 1.461, -1.642], [-1.411, 0.954, 3.889], [-0.719, 0.427, -2.849], [-0.040, -1.868, 2.197], [-0.352, -0.749, 1.296], [0.381, -1.361, 0.717], [-0.985, 2.475, -2.106], [-0.081, -1.575, 0.813], [-0.319, -1.428, 0.738], [-0.769, 0.193, -0.800], [-0.095, -0.028, 0.952], [2.158, -2.466, -0.112], [-0.325, -0.626, -0.380], [2.400, -0.684, -3.383], [1.489, -0.096, 1.189], [0.468, 1.589, -0.594], [-0.495, 0.755, 0.099], [-0.872, -0.282, -0.442], [2.248, -0.065, -0.253]],
  "nbo_charge": [0.187, 0.479, 0.379, -0.385, 0.191, -0.416, -0.493, -0.291, -0.522, -0.224, 0.120, 0.222, 0.406, -0.107, 0.192, 0.469, 0.392, 0.190, -0.815, 0.211, -0.496, -0.537, 0.226, -0.598, 1.020, 0.203]
}

***

Entry 3:
{
  "formula": "C12H42N6O9",
  "method": "the ωB97M-V functional and the def2-TZVPD basis",
  "de_lowest_ev": 6.405,
  "lumo_ev": -0.31,
  "total_energy_ha": -1487.99567,
  "spin_multiplicity": 1,
  "elements": ["C", "H", "H", "H", "N", "N", "C", "H", "H", "C", "H", "H", "H", "H", "O", "H", "H", "H", "H", "C", "N", "O", "H", "O", "H", "N", "O", "N", "O", "H", "H", "C", "H", "C", "H", "H", "C", "H", "O", "H", "H", "C", "H", "H", "H", "H", "H", "O", "H", "C", "N", "H", "O", "H", "O", "C", "H", "H", "H", "H", "C", "H", "H", "H", "H", "H", "C", "H", "H"],
  "positions_angstrom": [[-15.746672, 14.596201, -25.015420], [-16.097839, 16.510083, -22.030595], [-15.322621, 13.899490, -24.316204], [-13.796497, 13.588435, -22.164886], [-17.971793, 11.415006, -21.649537], [-12.853169, 18.734985, -23.941962], [-15.676192, 10.258830, -25.922775], [-14.101292, 15.224512, -22.577531], [-20.061124, 15.529325, -20.830018], [-19.198108, 10.577689, -24.697667], [-14.631105, 9.489038, -24.315043], [-15.410985, 14.206692, -22.015510], [-17.447794, 12.929672, -20.089095], [-19.262775, 11.654947, -24.586525], [-16.053790, 10.201574, -27.269369], [-11.159445, 12.895138, -27.880963], [-13.638972, 18.738912, -23.394038], [-19.026074, 15.706679, -23.144603], [-12.877357, 15.833187, -25.120504], [-14.156355, 14.921550, -20.418400], [-14.787039, 9.483724, -25.348122], [-14.969119, 18.207411, -22.107726], [-18.082008, 10.647406, -22.286951], [-12.390964, 14.526873, -25.880771], [-19.583741, 13.864613, -20.752520], [-13.101600, 16.663214, -24.602184], [-18.859074, 13.662759, -23.383251], [-16.623717, 12.583021, -20.527034], [-16.963519, 14.035202, -25.509826], [-11.416493, 15.879615, -27.085265], [-12.596668, 14.889725, -27.926326], [-19.856033, 14.633930, -21.449161], [-12.243426, 19.555612, -24.018837], [-12.482082, 17.798167, -24.734283], [-16.273401, 17.469764, -23.489324], [-14.973951, 15.661587, -20.243563], [-14.369163, 14.475149, -21.862644], [-17.682140, 14.058908, -24.857636], [-14.244002, 13.782730, -19.604078], [-15.742982, 15.632414, -24.645865], [-20.807379, 14.324475, -21.847048], [-16.811959, 11.902893, -21.559669], [-10.007932, 14.277393, -28.208255], [-15.100532, 14.685121, -25.911394], [-15.975799, 11.316845, -24.130429], [-18.684793, 11.572152, -20.913648], [-16.971047, 18.065033, -22.069506], [-18.259367, 9.993208, -23.887903], [-16.555555, 11.923335, -25.738042], [-11.823588, 14.852766, -27.159841], [-16.139991, 11.182014, -25.155024], [-12.626941, 13.638475, -25.880754], [-15.858898, 11.651043, -22.510955], [-13.932872, 16.592499, -24.003091], [-11.330933, 17.902555, -25.532251], [-18.789349, 14.781749, -22.561753], [-9.981251, 13.564367, -26.763689], [-13.164266, 15.445806, -20.317541], [-17.426169, 9.899482, -24.413230], [-17.809553, 14.907765, -22.109840], [-16.108960, 17.517093, -22.431602], [-18.869260, 10.342923, -25.712005], [-14.554036, 14.015273, -18.761417], [-15.039676, 18.357172, -21.148277], [-14.313199, 8.793423, -25.872083], [-20.181204, 10.145028, -24.666478], [-10.701927, 13.822849, -27.538098], [-18.429843, 12.947416, -22.834836], [-15.725557, 13.162410, -20.454681]],
  "atomic_forces_ev_per_a": [[0.085, -0.119, -1.646], [-0.159, -0.310, 0.041], [0.514, -0.080, 0.528], [0.003, 0.122, 0.477], [-5.734, -1.936, -0.044], [2.520, 4.468, -0.283], [-1.113, -0.456, -7.727], [0.108, 0.678, -0.155], [0.403, -0.189, -0.474], [-0.162, 0.407, -2.518], [-0.220, 0.223, -1.609], [-0.047, 0.103, -0.212], [-0.151, 0.278, 0.716], [-0.050, 0.219, 0.101], [2.106, -0.134, 6.456], [0.254, 0.046, -0.397], [-1.989, -0.100, 1.519], [0.294, -0.805, 0.198], [0.306, -0.213, -0.302], [0.644, 1.393, -1.492], [1.585, -1.885, 2.161], [1.233, 0.746, 1.174], [-0.542, -0.473, -0.933], [0.815, 1.851, -0.635], [0.351, -0.590, 0.467], [-2.549, -1.621, 0.720], [1.100, -1.188, 0.259], [3.858, 5.001, 4.171], [-0.134, 0.748, -0.024], [-0.166, -0.552, 0.302], [-0.096, -0.259, -0.075], [0.155, 0.940, 0.232], [-0.783, -0.415, 0.250], [7.263, -1.321, -4.547], [0.382, -0.064, -0.744], [0.542, -0.367, 0.476], [0.250, -0.704, 0.115], [0.287, -0.079, 0.134], [0.380, -0.700, -1.259], [-0.754, -0.321, 0.259], [-0.313, -0.047, -0.500], [6.491, -2.532, -6.605], [-0.005, 0.151, -1.376], [-0.127, -0.337, 0.537], [0.049, 0.073, -0.762], [0.940, -0.444, -0.841], [-0.521, -0.108, 0.294], [1.461, -1.624, 1.236], [-0.149, -0.203, 1.029], [1.588, -0.211, 0.132], [-1.956, 3.171, 0.525], [-0.719, -2.479, 0.017], [-3.318, 1.096, 4.010], [0.808, 0.327, -0.493], [-5.541, -0.227, 3.457], [-1.706, 1.610, 0.909], [-0.591, 0.118, 0.840], [-0.901, -0.507, 0.113], [-1.093, 0.343, 0.731], [0.362, 0.060, -0.011], [-1.768, -0.377, -0.044], [-0.279, 0.569, -0.390], [-0.443, 0.496, 1.934], [0.537, 0.155, -0.603], [0.150, -0.663, -0.478], [-0.491, -0.375, 0.759], [-0.825, 0.589, 0.717], [-0.782, 0.416, -1.172], [-1.645, -1.381, 0.359]],
  "nbo_charge": [-0.266, 0.158, 0.174, 0.247, -0.825, -0.810, 0.733, 0.221, 0.214, -0.264, 0.400, 0.202, 0.377, 0.171, -0.767, 0.203, 0.408, 0.185, 0.439, -0.077, -0.823, -0.729, 0.459, -0.737, 0.170, -0.823, -0.743, -0.803, -0.755, 0.230, 0.166, -0.633, 0.410, 0.755, 0.190, 0.147, -0.655, 0.493, -0.710, 0.149, 0.226, 0.761, 0.223, 0.198, 0.448, 0.388, 0.168, -0.765, 0.447, -0.083, -0.883, 0.478, -0.802, 0.359, -0.792, -0.070, 0.217, 0.183, 0.507, 0.152, -0.253, 0.195, 0.476, 0.479, 0.407, 0.173, -0.652, 0.492, 0.444]
}

***

Entry 4:
{
  "formula": "C23H28Br2LiN5OSSi2",
  "method": "the ωB97M-V functional and the def2-TZVPD basis",
  "de_lowest_ev": 4.141,
  "lumo_ev": [-0.31, -0.32],
  "total_energy_ha": -7375.01499,
  "spin_multiplicity": 1,
  "elements": ["H", "Li", "H", "H", "H", "H", "C", "N", "H", "H", "C", "C", "S", "H", "Si", "H", "H", "C", "C", "Br", "H", "C", "H", "C", "C", "H", "N", "C", "C", "N", "C", "H", "C", "H", "N", "H", "C", "H", "C", "C", "Si", "C", "H", "H", "H", "H", "C", "H", "C", "H", "O", "H", "C", "N", "H", "C", "H", "H", "Br", "C", "C", "H", "C"],
  "positions_angstrom": [[-2.474082, -0.720090, -2.221563], [0.081543, -1.009413, 0.899443], [4.496414, -0.528258, 3.235421], [3.262463, 0.012076, 4.736431], [-0.703082, 2.203589, -5.658032], [2.373685, -0.828182, -1.135974], [-0.063467, 0.262104, 5.217774], [0.251006, -2.663012, -0.275328], [-4.371263, 1.393888, 0.399855], [1.136267, 2.119815, 1.016330], [-5.698373, 0.204084, -0.865418], [2.676826, -0.405651, 2.068859], [-2.524818, -0.628365, 1.330862], [-0.000302, 6.275016, -4.548717], [-0.339334, 2.594002, -0.918533], [-4.000781, -2.546235, -0.194027], [0.391896, -0.754163, -3.978010], [4.044109, -0.569326, 2.257080], [1.743190, -0.164797, 3.209893], [1.875297, 0.492134, 7.283453], [-6.674304, 0.593132, -0.583280], [-5.673450, -1.332700, -0.921163], [-0.807406, 0.427615, 5.982576], [-3.872707, -0.582321, 0.348136], [2.208899, 0.023599, 4.505720], [-5.406944, 0.637559, -1.823824], [2.113849, -0.473485, 0.863476], [-0.355875, 4.273370, -5.235179], [1.284835, 0.234988, 5.510038], [-4.695021, 0.472083, 0.159376], [4.257004, -0.900623, -0.106617], [1.389561, 3.759936, 0.399710], [-0.537363, 2.944768, -4.883347], [4.848367, -1.106624, -0.986130], [0.441868, -0.141614, 2.911754], [-2.564613, -0.011539, -3.842946], [2.883260, -0.734362, -0.186953], [0.577538, -1.148006, -2.264003], [1.222459, 2.719390, 0.107720], [-1.801123, 3.138214, 0.130856], [-0.686357, 0.959543, -2.569214], [-0.283668, 3.556010, -2.545314], [-1.921850, 2.506590, 1.013741], [-0.379724, 4.565149, -6.278275], [-2.712212, 3.091658, -0.473497], [2.098693, 2.378213, -0.446081], [-0.428657, 0.069454, 3.894493], [-1.473706, 0.089541, 3.611590], [0.597806, -0.330308, -2.991124], [-3.157216, 0.908044, -2.456248], [0.191508, -2.881582, 0.953341], [0.063577, 5.656757, -2.166257], [-0.104515, 4.890069, -2.915277], [-4.368281, -1.622282, -0.343469], [-1.681216, 4.176344, 0.450607], [-0.140484, 5.241478, -4.255723], [-5.754342, -1.708738, -1.938917], [1.596181, 0.111949, -3.025022], [6.691351, -1.036563, 1.354793], [-0.500906, 2.574146, -3.537992], [-2.387692, 0.209747, -2.787113], [-6.472569, -1.767586, -0.315890], [4.828836, -0.810813, 1.146397]],
  "atomic_forces_ev_per_a": [[-0.028, 0.012, 0.027], [-0.022, -0.033, 0.074], [0.005, -0.004, -0.011], [-0.012, 0.008, 0.017], [0.004, 0.005, -0.001], [0.014, -0.007, 0.024], [-0.008, 0.010, -0.046], [-0.103, 0.104, 0.201], [-0.002, -0.016, -0.008], [0.008, -0.004, -0.007], [0.058, -0.026, 0.003], [0.016, 0.022, -0.016], [-0.025, 0.215, -0.002], [0.000, -0.002, -0.001], [-0.090, 0.073, 0.014], [0.026, 0.010, 0.003], [-0.008, 0.014, -0.001], [-0.017, 0.010, 0.053], [0.016, 0.026, 0.015], [-0.001, -0.002, -0.015], [0.000, -0.003, 0.013], [0.015, 0.012, 0.006], [-0.006, -0.003, -0.005], [-0.030, -0.122, 0.092], [0.040, 0.019, -0.019], [0.016, 0.015, -0.029], [0.018, -0.134, 0.018], [-0.010, -0.041, -0.012], [0.028, 0.006, 0.068], [0.022, 0.066, -0.004], [-0.027, 0.005, 0.028], [-0.006, -0.008, 0.005], [0.000, 0.023, 0.017], [-0.013, 0.000, -0.009], [-0.069, -0.027, -0.039], [0.009, -0.014, 0.001], [-0.017, 0.018, -0.049], [-0.026, 0.010, -0.025], [0.035, 0.005, 0.015], [-0.068, -0.016, -0.060], [0.082, -0.033, -0.066], [0.053, -0.029, -0.060], [-0.016, -0.009, -0.024], [0.000, 0.003, 0.004], [-0.011, -0.026, 0.050], [-0.003, -0.005, 0.013], [-0.009, 0.021, 0.014], [-0.005, -0.019, -0.007], [0.044, -0.023, -0.046], [-0.065, 0.007, 0.027], [0.117, -0.078, -0.268], [0.003, -0.005, -0.002], [-0.002, -0.015, -0.023], [0.003, -0.023, -0.094], [0.035, -0.008, 0.037], [0.000, 0.016, 0.030], [-0.001, -0.005, 0.000], [-0.006, -0.019, 0.008], [-0.020, 0.005, 0.001], [0.017, 0.069, 0.046], [-0.037, -0.041, 0.031], [-0.007, -0.001, 0.005], [0.087, -0.011, -0.012]],
  "nbo_charge": [0.249, 0.808, 0.229, 0.231, 0.205, 0.226, -0.281, -0.311, 0.424, 0.240, -0.223, 0.264, -0.320, 0.209, 1.200, 0.431, 0.238, -0.283, 0.164, 0.088, 0.211, -0.223, 0.239, 0.322, -0.262, 0.198, -0.493, -0.209, -0.035, -0.596, -0.270, 0.235, -0.236, 0.239, -0.469, 0.236, 0.079, 0.273, -1.103, -1.107, 1.206, -0.474, 0.248, 0.209, 0.223, 0.240, 0.082, 0.224, -1.127, 0.221, -0.538, 0.204, -0.193, -0.589, 0.235, -0.212, 0.214, 0.230, 0.086, -0.352, -1.110, 0.194, -0.040]
}

***

Entry 5:
{
  "formula": "C3H7N3O",
  "method": "the ωB97M-V functional and the def2-TZVPD basis",
  "de_lowest_ev": 2.138,
  "lumo_ev": 0.83,
  "total_energy_ha": -357.97129,
  "spin_multiplicity": 1,
  "elements": ["H", "H", "N", "N", "H", "H", "C", "O", "N", "H", "H", "H", "C", "C"],
  "positions_angstrom": [[-0.708268, 1.692664, -1.758473], [-0.694683, 2.016538, 2.043619], [-0.028116, 1.309017, -0.969735], [-0.157438, -0.102815, -1.176134], [0.467437, -2.511129, 0.796605], [-0.771099, 0.354887, 1.384637], [0.567050, -0.850380, -0.390158], [-0.867308, 3.151941, 0.037522], [-0.424663, 1.346846, 1.330176], [1.565799, -2.713622, -0.531724], [-0.310876, -2.969119, -0.788365], [1.398138, -0.373748, 0.181816], [0.500506, -2.353051, -0.246372], [-0.536478, 2.001971, 0.086584]],
  "atomic_forces_ev_per_a": [[2.526, -0.735, 1.528], [-0.284, -0.685, 0.093], [-2.462, 0.285, -5.087], [0.452, -1.521, 2.554], [-0.308, -0.496, 1.298], [0.518, 1.776, 0.118], [-0.246, 1.460, -1.370], [-0.351, 0.950, -0.686], [-0.584, -0.755, -0.501], [-1.776, 0.245, 0.226], [1.326, 1.410, 0.750], [-0.804, -0.262, -0.040], [1.113, -0.385, -2.355], [0.878, -1.286, 3.471]],
  "nbo_charge": [0.394, 0.403, -0.491, -0.271, 0.227, 0.393, 0.088, -0.611, -0.881, 0.233, 0.242, 0.181, -0.668, 0.761]
}